1.
{"formula": "C3H7NO2", "method": "wB97M-V/def2-TZVPD", "max_force_ev_per_a": 0.3, "e_homo_ev": -8.59, "e_tot_ha": -323.62359, "gap_ev": 9.0419, "relative_energy_kcal_mol": 98.8, "species": ["N", "C", "O", "C", "C", "O", "H", "H", "H", "H", "H", "H", "H"], "xyz": [[0.68, 0.25, -1.53], [-0.63, 0.17, -1.12], [-1.53, 0.78, -1.67], [-0.88, -0.77, 0.03], [0.09, 0.45, 1.59], [1.40, 0.24, 1.32], [1.40, 0.07, -0.85], [0.86, 1.01, -2.18], [-0.28, -1.68, -0.02], [-1.95, -0.97, 0.11], [-0.22, 1.36, 1.07], [-0.69, -0.46, 1.32], [1.72, -0.45, 1.92]]}

=====

2.
{"formula": "C3H7NO2", "method": "wB97M-V/def2-TZVPD", "max_force_ev_per_a": 0.6, "e_homo_ev": -9.81, "e_tot_ha": -323.67768, "gap_ev": 10.6590, "smiles": "C/C(CO)=N/O", "relative_energy_kcal_mol": 64.8, "species": ["C", "C", "N", "O", "C", "O", "H", "H", "H", "H", "H", "H", "H"], "xyz": [[-0.31, -1.74, -0.33], [0.08, -0.34, 0.06], [0.95, -0.25, 0.99], [1.15, 1.08, 1.40], [-0.65, 0.84, -0.57], [0.17, 1.94, -0.89], [0.54, -2.42, -0.24], [-1.09, -2.11, 0.35], [-0.71, -1.79, -1.34], [1.82, 0.99, 2.08], [-1.48, 1.12, 0.09], [-1.10, 0.51, -1.52], [0.64, 2.17, -0.08]]}

=====

3.
{"formula": "C3H7NO2", "method": "wB97M-V/def2-TZVPD", "max_force_ev_per_a": 0.6, "e_homo_ev": -9.92, "e_tot_ha": -323.74163, "gap_ev": 10.6158, "smiles": "O=CNCCO", "relative_energy_kcal_mol": 24.7, "species": ["O", "C", "C", "N", "C", "O", "H", "H", "H", "H", "H", "H", "H"], "xyz": [[-0.94, -0.23, 1.75], [0.39, 0.06, 1.43], [0.79, -0.45, 0.06], [0.29, 0.36, -1.04], [-0.95, 0.25, -1.57], [-1.94, -0.14, -0.96], [-1.48, -0.08, 0.95], [1.02, -0.42, 2.19], [0.60, 1.14, 1.46], [0.39, -1.47, -0.07], [1.88, -0.50, -0.05], [0.92, 1.00, -1.51], [-0.96, 0.47, -2.64]]}

=====

4.
{"formula": "C3H7NO2", "method": "wB97M-V/def2-TZVPD", "max_force_ev_per_a": 1.8, "e_homo_ev": -9.65, "e_tot_ha": -323.71165, "gap_ev": 10.3907, "smiles": "CC(N)=O.C=O", "relative_energy_kcal_mol": 43.5, "species": ["C", "C", "N", "O", "H", "H", "H", "H", "H", "O", "C", "H", "H"], "xyz": [[-0.40, -0.55, 0.76], [0.79, 0.18, 1.30], [0.47, 1.14, 2.32], [1.94, -0.12, 1.08], [-0.93, -0.94, 1.64], [-0.11, -1.38, 0.13], [-1.08, 0.12, 0.24], [0.28, 0.71, 3.21], [1.18, 1.86, 2.31], [-1.33, -0.74, -2.51], [-0.53, -0.25, -3.25], [-0.28, 0.82, -3.20], [0.01, -0.85, -4.01]]}

=====

5.
{"formula": "C3H7NO2", "method": "wB97M-V/def2-TZVPD", "max_force_ev_per_a": 1.1, "e_homo_ev": -9.88, "e_tot_ha": -323.70863, "gap_ev": 10.4699, "smiles": "C=CO.NC=O", "relative_energy_kcal_mol": 45.4, "species": ["C", "C", "O", "H", "H", "H", "H", "C", "N", "O", "H", "H", "H"], "xyz": [[-1.35, 2.05, 0.74], [-2.21, 1.78, -0.25], [-1.85, 1.23, -1.45], [-0.30, 1.83, 0.64], [-1.71, 2.67, 1.54], [-3.25, 2.05, -0.09], [-2.12, 0.32, -1.50], [2.11, -1.88, -0.59], [2.14, -2.01, 0.76], [3.03, -2.19, -1.31], [1.18, -1.47, -0.99], [2.99, -2.30, 1.17], [1.32, -2.08, 1.33]]}

=====

6.
{"formula": "C3H7NO2", "method": "wB97M-V/def2-TZVPD", "max_force_ev_per_a": 4.0, "e_homo_ev": -9.78, "e_tot_ha": -323.59116, "gap_ev": 9.3697, "smiles": "C[C@@H](CO)N=O", "relative_energy_kcal_mol": 119.1, "species": ["C", "C", "N", "O", "C", "O", "H", "H", "H", "H", "H", "H", "H"], "xyz": [[-0.90, 1.41, 0.32], [-0.44, 0.00, -0.12], [-1.09, -1.09, 0.55], [-1.00, -2.03, -0.24], [1.10, -0.16, 0.03], [1.66, -1.09, -0.86], [-1.99, 1.52, 0.27], [-0.59, 1.68, 1.35], [-0.46, 2.15, -0.35], [-0.52, -0.77, -1.08], [1.38, -0.40, 1.07], [1.53, 0.81, -0.23], [1.38, -1.98, -0.61]]}

=====

7.
{"formula": "C3H7NO2", "method": "wB97M-V/def2-TZVPD", "max_force_ev_per_a": 1.9, "e_homo_ev": -10.11, "e_tot_ha": -323.74224, "gap_ev": 10.7980, "smiles": "NC(=O)CCO", "relative_energy_kcal_mol": 24.3, "species": ["N", "C", "O", "C", "C", "O", "H", "H", "H", "H", "H", "H", "H"], "xyz": [[-0.92, -1.12, -0.94], [-1.09, 0.14, -0.44], [-2.26, 0.51, -0.44], [0.02, 0.99, 0.09], [1.27, 0.25, 0.55], [1.00, -0.69, 1.57], [-1.90, -1.24, -1.23], [-0.07, -1.55, -1.29], [-0.43, 1.53, 0.93], [0.27, 1.73, -0.68], [1.77, -0.22, -0.31], [1.98, 0.97, 0.98], [0.37, -1.33, 1.21]]}

=====

8.
{"formula": "C3H7NO2", "method": "wB97M-V/def2-TZVPD", "max_force_ev_per_a": 1.7, "e_homo_ev": -8.95, "e_tot_ha": -323.68977, "gap_ev": 9.3363, "relative_energy_kcal_mol": 57.2, "species": ["C", "C", "N", "H", "H", "H", "H", "H", "H", "O", "C", "O", "H"], "xyz": [[0.62, -1.01, -1.14], [0.48, -2.30, -0.91], [0.02, -0.01, -0.26], [1.19, -0.70, -1.99], [1.18, -3.01, -1.32], [-0.15, -2.81, -0.19], [-0.87, 0.26, -0.66], [-0.11, -0.20, 0.76], [0.59, 0.87, -0.20], [0.05, 2.55, 0.57], [-0.73, 2.24, 1.50], [-1.02, 1.06, 1.83], [-1.25, 3.07, 2.01]]}

=====

9.
{"formula": "C3H7NO2", "method": "wB97M-V/def2-TZVPD", "max_force_ev_per_a": 0.6, "e_homo_ev": -7.38, "e_tot_ha": -323.62391, "gap_ev": 7.8311, "relative_energy_kcal_mol": 98.6, "species": ["C", "N", "C", "O", "O", "C", "H", "H", "H", "H", "H", "H", "H"], "xyz": [[2.62, 0.06, 0.38], [1.04, 0.71, 0.56], [-0.06, 0.31, -0.29], [0.00, 0.35, -1.48], [-1.10, -0.10, 0.43], [-2.23, -0.54, -0.34], [2.57, -0.77, 1.10], [1.42, 1.60, 0.27], [2.48, -0.40, -0.61], [0.77, 0.74, 1.54], [-2.60, 0.27, -0.98], [-2.99, -0.84, 0.38], [-1.94, -1.39, -0.97]]}

=====

10.
{"formula": "C3H7NO2", "method": "wB97M-V/def2-TZVPD", "max_force_ev_per_a": 9.5, "e_homo_ev": -9.77, "e_tot_ha": -323.47411, "gap_ev": 9.5382, "relative_energy_kcal_mol": 192.6, "species": ["C", "C", "C", "H", "H", "H", "H", "H", "H", "H", "N", "O", "O"], "xyz": [[1.13, -0.62, 0.42], [0.36, 0.82, 0.82], [-1.67, 0.01, -0.55], [2.53, -1.58, -1.07], [1.61, -1.22, 1.32], [0.32, -1.41, -0.01], [1.24, 1.78, 0.95], [-0.49, 0.74, 1.72], [-0.06, 1.74, -1.01], [-2.07, 0.00, -1.64], [-0.58, 1.25, -0.31], [2.36, -0.25, -0.54], [-2.10, -1.01, 0.26]]}

=====

11.
{"formula": "C3H7NO2", "method": "wB97M-V/def2-TZVPD", "max_force_ev_per_a": 2.3, "e_homo_ev": -9.53, "e_tot_ha": -323.73345, "gap_ev": 10.3256, "smiles": "NCCC(=O)O", "relative_energy_kcal_mol": 29.8, "species": ["C", "C", "C", "O", "O", "N", "H", "H", "H", "H", "H", "H", "H"], "xyz": [[0.39, 0.02, -0.83], [0.39, 0.26, 0.71], [-1.04, 0.14, 1.21], [-1.63, 1.36, 1.08], [-1.70, -0.82, 1.50], [1.50, -0.83, -1.19], [0.34, 0.91, -1.56], [-0.54, -0.47, -1.21], [1.01, 1.16, 0.87], [0.92, -0.48, 1.30], [-2.57, 1.32, 1.38], [1.54, -0.76, -2.21], [1.38, -1.81, -1.05]]}

=====

12.
{"formula": "C3H7NO2", "method": "wB97M-V/def2-TZVPD", "max_force_ev_per_a": 0.8, "e_homo_ev": -10.28, "e_tot_ha": -323.73780, "gap_ev": 11.1035, "smiles": "O=C=O.C=C.N", "relative_energy_kcal_mol": 27.1, "species": ["C", "C", "O", "C", "O", "N", "H", "H", "H", "H", "H", "H", "H"], "xyz": [[1.66, 0.41, 0.68], [1.69, -0.40, -0.37], [-0.76, -1.24, -1.43], [-1.45, -0.30, -1.51], [-2.14, 0.59, -1.84], [-1.45, 0.19, 0.73], [1.64, 0.02, 1.70], [-0.48, 0.42, 0.89], [1.63, 1.49, 0.56], [1.69, -0.02, -1.39], [1.69, -1.48, -0.27], [-2.05, 0.97, 0.98], [-1.68, -0.63, 1.29]]}

=====

Copy entry 7 word for word.
{"formula": "C3H7NO2", "method": "wB97M-V/def2-TZVPD", "max_force_ev_per_a": 1.9, "e_homo_ev": -10.11, "e_tot_ha": -323.74224, "gap_ev": 10.7980, "smiles": "NC(=O)CCO", "relative_energy_kcal_mol": 24.3, "species": ["N", "C", "O", "C", "C", "O", "H", "H", "H", "H", "H", "H", "H"], "xyz": [[-0.92, -1.12, -0.94], [-1.09, 0.14, -0.44], [-2.26, 0.51, -0.44], [0.02, 0.99, 0.09], [1.27, 0.25, 0.55], [1.00, -0.69, 1.57], [-1.90, -1.24, -1.23], [-0.07, -1.55, -1.29], [-0.43, 1.53, 0.93], [0.27, 1.73, -0.68], [1.77, -0.22, -0.31], [1.98, 0.97, 0.98], [0.37, -1.33, 1.21]]}

=====

Number 10 is which compound? C3H7NO2